# C13H17N

A cluster of 2 separate species, C13H17N in total at a distorted geometry (wB97M-V/def2-TZVPD, OMol25).

Cartesian coordinates (Å):
C1 5.36093 -0.93255 -0.16022
C2 5.09344 0.20693 0.56384
C3 4.39701 -1.33156 -1.13696
C4 3.92414 0.97720 0.35764
C5 3.27917 -0.63115 -1.37233
C6 3.03008 0.57222 -0.68757
C7 -0.35833 -0.38708 -0.08134
C8 1.88522 1.35315 -0.97948
C9 -0.90910 0.19256 0.99695
C10 -0.98925 -0.23767 -1.42742
C11 -2.27351 2.15904 0.26542
C12 -3.40382 0.08569 1.28329
C13 -2.15514 0.96150 1.22133
N1 1.05936 2.15157 -1.09650
H1 6.28322 -1.51270 0.14914
H2 5.76525 0.60507 1.25699
H3 4.51012 -2.26645 -1.72380
H4 3.81834 1.92892 0.72302
H5 2.45888 -0.88525 -2.09791
H6 0.52214 -0.84217 -0.14057
H7 -2.09559 -0.33483 -1.59476
H8 -0.62614 -0.99962 -2.14712
H9 -0.61276 0.85327 -1.79968
H10 -3.03200 1.98450 -0.54957
H11 -2.58549 3.00265 0.75584
H12 -1.20903 2.20493 -0.06117
H13 -4.23690 0.64234 1.60965
H14 -3.60748 -0.23184 0.32358
H15 -3.36290 -0.81771 1.80023
H16 -2.15945 1.41928 2.24626
H17 -0.43302 0.05811 1.97819

Force components x, y, z for each atom (eV/Å):
C -0.190 -0.791 0.052
C -1.801 0.765 -0.763
C 2.255 -2.237 0.246
C 0.141 -2.745 -3.279
C -2.785 1.833 -0.686
C 1.651 -0.669 1.679
C -5.397 2.515 0.228
C -0.408 1.581 0.233
C 1.562 -1.461 1.388
C 0.222 1.797 -2.315
C 0.773 -2.769 -1.767
C 0.788 1.074 -0.439
C -1.522 0.666 1.202
N 0.513 -0.476 -0.215
H -1.300 0.553 -0.971
H 1.121 0.218 1.078
H 0.275 0.661 0.591
H -0.337 1.956 1.406
H 1.317 -0.254 0.569
H 3.601 -1.944 0.660
H 0.869 0.483 0.922
H 0.303 0.478 0.338
H -1.258 -2.665 0.342
H 1.129 0.013 0.411
H -0.515 2.205 1.265
H -1.120 0.988 -0.579
H -1.055 0.747 0.531
H -0.665 -0.593 -2.447
H 0.573 -1.308 1.525
H 0.776 -0.434 -0.682
H 0.482 -0.187 -0.522

The SMILES is C/C=C\C(C)C.N#Cc1ccccc1. As for the maximum force: 0.1159 hartree/bohr.



# C13H17N2

The ion C13H17N2 with charge +1 at a distorted geometry (wB97M-V/def2-TZVPD, OMol25).

Cartesian coordinates (Å):
C1 3.90262 -0.77947 -0.02032
C2 3.21965 -1.10105 1.20164
C3 3.35556 0.13117 -0.92542
C4 1.87620 -0.64322 1.36606
C5 2.15219 0.69009 -0.77792
C6 1.40159 0.20085 0.38683
C7 1.35343 1.36713 -1.69425
C8 0.10637 1.30946 -1.28589
C9 -2.79859 -1.25468 -0.79080
C10 -3.35833 -0.02695 0.06211
C11 -1.28881 -1.20781 -0.66423
C12 -2.24505 0.12456 1.07521
C13 -0.01780 0.88452 0.25402
N1 -0.13634 1.96459 1.14499
N2 -0.95494 -0.21633 0.50107
H1 4.64125 -1.55448 -0.35635
H2 3.58040 -1.94361 1.89857
H3 3.95321 0.52389 -1.77909
H4 1.28360 -0.78385 2.22624
H5 1.73808 1.80844 -2.57323
H6 -0.86038 1.66258 -1.70426
H7 -3.27323 -2.12933 -0.37539
H8 -3.04472 -1.21263 -1.88873
H9 -3.61268 0.72516 -0.65996
H10 -4.25622 -0.43822 0.42674
H11 -0.91001 -2.17410 -0.48839
H12 -0.76425 -0.76718 -1.49746
H13 -2.11690 1.15635 1.36635
H14 -2.44371 -0.40033 1.92920
H15 -0.59639 2.83684 0.68995
H16 0.63275 2.14416 1.73170
H17 -0.51852 -0.89654 1.22100

Force components x, y, z for each atom (eV/Å):
C -0.826 -2.377 1.741
C -0.063 -1.446 -0.917
C 2.983 0.766 -1.499
C 1.611 1.594 -1.611
C -0.401 -2.931 4.536
C -0.365 2.039 -1.641
C -1.147 0.717 -0.645
C -3.561 0.952 1.819
C -0.481 1.275 -0.988
C 1.432 -2.397 -2.183
C -0.096 1.465 -0.090
C -1.314 3.570 -1.401
C 4.269 -0.829 -2.096
N -2.921 1.951 -1.812
N -0.926 -4.650 1.489
H -0.012 1.575 0.519
H -0.304 1.656 -1.238
H -0.258 -0.956 0.431
H -0.434 -0.672 1.093
H 0.095 0.275 -0.946
H 1.110 0.077 -0.253
H 0.398 -0.596 -0.005
H -0.063 0.044 1.171
H 0.315 1.085 0.287
H -1.113 0.169 1.064
H 0.913 -0.948 0.589
H -0.101 -0.135 -0.509
H -0.329 0.227 0.484
H -0.328 -1.642 2.076
H 1.404 -1.978 1.408
H 0.924 0.362 0.461
H -0.414 1.761 -1.335

The SMILES is N[C@@]1([NH+]2CCCC2)C=Cc2ccccc21. As for the maximum force: 0.1053 hartree/bohr. Its net charge is +1.



# C13H17N3O4

The molecule C13H17N3O4 at a distorted geometry (wB97M-V/def2-TZVPD, OMol25).

Cartesian coordinates (Å):
C1 -0.08353 2.33902 0.48286
C2 -0.99337 1.35084 -0.27798
C3 0.92337 1.57154 1.30707
C4 1.93013 0.75657 0.38965
C5 2.18987 1.16273 -0.94995
C6 2.51580 -0.50069 0.78632
C7 3.08309 0.42583 -1.65591
C8 3.44025 -1.14414 0.04724
C9 3.77427 -0.77144 -1.24836
C10 -2.23865 -0.74909 -0.49679
C11 -3.76336 -0.40831 -0.52085
C12 -2.05689 -1.99152 0.25891
C13 -0.65231 -2.28338 0.74752
H1 -1.39449 3.01719 2.13229
H2 -1.54900 3.79032 0.71049
H3 0.21778 2.83913 -0.38942
H4 0.49789 0.73363 1.94502
H5 1.44963 2.25650 1.98345
H6 1.67376 2.02872 -1.36839
H7 2.29408 -1.00429 1.65246
H8 3.14137 0.61888 -2.73821
H9 3.62251 -2.20332 0.42189
H10 4.56646 -1.18606 -1.87267
H11 -0.74483 -0.29844 0.88824
H12 -1.93770 -0.95788 -1.54532
H13 -2.49867 -2.76920 -0.32300
H14 -2.55748 -2.14181 1.22891
H15 1.18690 -2.84281 -0.07217
H16 -0.06424 -2.99612 -1.20054
H17 -3.34934 1.37122 -1.03774
N1 -0.84986 3.32302 1.26904
N2 -1.27567 0.15658 0.17415
N3 0.19058 -2.86434 -0.24306
O1 -1.79881 1.84878 -1.14459
O2 -4.58967 -1.33217 -0.32769
O3 -0.16194 -1.90859 1.83009
O4 -4.13793 0.76310 -0.84295

Force components x, y, z for each atom (eV/Å):
C -1.933 -1.536 0.915
C -3.784 2.315 -0.440
C 1.588 -1.816 -0.301
C -0.114 -0.248 -0.001
C -0.683 -0.128 2.624
C -1.111 3.735 -0.850
C 1.586 -2.167 -2.883
C 0.754 -3.523 -1.189
C -1.008 2.813 0.537
C 0.469 1.026 0.334
C -1.383 -3.883 0.610
C -0.268 -2.919 2.522
C 3.203 -0.360 -1.982
H 1.388 -0.194 -1.609
H 0.134 0.039 -0.418
H 1.513 1.288 -0.576
H -0.058 1.383 -0.422
H 0.041 -0.209 -0.215
H 0.402 -0.355 -0.070
H -1.015 -0.451 2.270
H 0.380 0.377 0.494
H 0.654 1.484 -0.458
H -0.575 -0.218 0.182
H 0.435 0.326 0.523
H -0.046 0.586 0.411
H 0.178 -0.944 -0.431
H -0.693 1.092 -0.400
H -0.167 0.011 0.154
H -0.525 0.006 -0.119
H -0.113 -0.618 0.149
N -0.775 -0.481 1.340
N -0.812 -0.487 -0.952
N -0.655 0.726 2.090
O 2.069 -0.451 0.747
O 2.375 2.261 -0.340
O -1.413 -0.843 -1.734
O -0.037 2.362 -0.514

The SMILES is NC(=O)C[C@H](NC(=O)[C@@H](N)Cc1ccccc1)C(=O)O. As for the maximum force: 0.0867 hartree/bohr.



# C13H17N5OS

The molecule C13H17N5OS at a distorted geometry (wB97M-V/def2-TZVPD, OMol25).

Cartesian coordinates (Å):
C1 -2.35749 2.77289 2.62293
H1 -2.64408 2.56906 3.65182
H2 -3.26209 2.94005 2.04250
H3 -1.76484 3.68492 2.60573
C2 -1.56235 1.60446 2.04665
C3 -1.27147 1.84060 0.55797
H4 -2.13144 1.54776 -0.04520
C4 -0.05103 1.04796 0.10131
N1 1.13022 1.53197 0.78894
C5 2.39527 1.45053 0.34608
O1 3.33722 1.92861 0.94543
C6 2.63185 0.73533 -0.99764
N2 2.03038 -0.55816 -1.06272
N3 2.21668 -1.50375 -0.17800
N4 1.51350 -2.51459 -0.53908
C7 0.88424 -2.15885 -1.68299
N5 1.20438 -0.91285 -2.02509
C8 -0.00256 -3.01557 -2.40362
C9 -0.32795 -4.30911 -2.09547
C10 -1.23183 -4.87062 -3.01536
C11 -1.58013 -4.00179 -4.00257
S1 -0.81247 -2.47537 -3.83645
H5 -2.24655 -4.16628 -4.82596
H6 -1.60692 -5.87583 -2.94715
H7 0.07814 -4.81736 -1.24045
H8 2.23751 1.32580 -1.82819
H9 3.71698 0.64182 -1.10311
C12 0.90699 2.11601 2.10397
C13 -0.23780 1.39650 2.80095
H10 0.00448 0.33373 2.85435
H11 -0.32583 1.76649 3.82236
H12 0.68870 3.18502 2.00452
H13 1.83869 2.01574 2.66476
H14 0.07179 1.16244 -0.97842
H15 -0.21647 -0.01574 0.32054
H16 -1.08789 2.90141 0.37862
H17 -2.16582 0.69675 2.14801

Force components x, y, z for each atom (eV/Å):
C 0.033 -0.316 -0.077
H -0.049 0.034 0.122
H -0.117 0.095 -0.041
H 0.074 0.155 -0.003
C -0.052 0.145 0.045
C 0.072 -0.269 0.052
H -0.005 0.054 -0.043
C -0.359 -0.093 -0.369
N -0.207 0.117 0.258
C 0.055 -0.130 -0.349
O 0.364 0.079 -0.053
C 0.633 0.735 0.333
N -0.526 -0.756 -0.392
N 0.709 0.547 0.730
N -0.367 -0.640 -0.095
C 0.698 1.000 0.359
N -0.378 -0.353 -0.443
C -0.625 -0.407 -0.632
C 0.253 0.504 0.049
C -0.213 -0.027 -0.264
C 0.116 0.263 0.013
S 0.079 -0.457 0.369
H -0.143 -0.076 -0.157
H -0.081 -0.158 -0.020
H 0.087 -0.081 0.165
H 0.026 -0.158 0.107
H -0.224 0.063 0.011
C 0.188 0.003 0.424
C -0.023 0.050 -0.139
H 0.046 -0.021 0.059
H 0.019 -0.038 0.065
H 0.064 0.004 0.061
H -0.158 0.101 -0.071
H -0.010 -0.090 0.127
H 0.014 0.021 -0.123
H -0.025 0.081 -0.038
H 0.034 0.021 -0.044

The SMILES is CC1CCN(C(=O)Cn2nnc(-c3cccs3)n2)CC1. As for the maximum force: 0.0247 hartree/bohr.



# C13H17NO4S3Y

A structure of composition C13H17NO4S3Y at a distorted geometry (wB97M-V/def2-TZVPD, OMol25).

Cartesian coordinates (Å):
Y1 0.03465 -1.04407 0.35471
C1 -0.17444 2.52452 0.63025
C2 1.26902 2.46342 0.13932
S1 1.65438 0.81470 -0.52149
C3 3.26884 0.50089 0.26406
C4 3.19067 0.32918 1.77825
S2 1.84607 -0.80797 2.22816
C5 1.05960 0.11469 3.58917
C6 0.37606 1.40332 3.14151
S3 -0.65379 1.10874 1.67312
H1 -0.35293 3.45616 1.17765
H2 -0.85331 2.53237 -0.23032
H3 1.41221 3.19667 -0.66149
H4 1.95989 2.74039 0.93912
H5 3.67198 -0.41313 -0.18711
H6 3.96176 1.30879 0.00636
H7 4.13298 -0.09052 2.14591
H8 3.07082 1.29747 2.27013
H9 0.31854 -0.55374 4.04257
H10 1.80490 0.32633 4.36321
H11 -0.26975 1.77102 3.94592
H12 1.11476 2.18678 2.95571
O1 -3.72239 1.07171 -0.79225
C7 -2.68126 0.23666 -0.76469
O2 -1.79957 0.21610 0.05988
C8 -2.46848 -0.76690 -1.73083
C9 -3.36036 -0.94456 -2.79655
C10 -3.08239 -1.94796 -3.69974
C11 -1.94401 -2.69976 -3.48139
C12 -1.13351 -2.41127 -2.36463
N1 -1.32387 -1.43334 -1.40689
C13 0.06855 -3.18946 -2.11587
O3 0.43421 -4.13840 -2.87114
O4 0.57155 -2.71690 -1.08039
H13 -3.55863 1.61896 0.00382
H14 -4.23516 -0.31554 -2.90445
H15 -3.72598 -2.14484 -4.54870
H16 -1.66029 -3.50767 -4.15094
H17 1.77866 -2.09286 0.60004

Force components x, y, z for each atom (eV/Å):
Y 2.530 -3.947 0.364
C -0.197 0.065 -0.215
C -0.229 0.243 -0.035
S 1.567 1.089 -0.654
C 0.518 -0.366 -0.039
C 0.060 -0.140 -0.359
S -0.348 -0.286 2.003
C 0.429 0.865 0.521
C 0.321 0.354 0.428
S 0.775 2.503 3.466
H 0.017 -0.209 -0.003
H 0.051 -0.096 0.197
H -0.042 -0.122 0.117
H 0.018 -0.328 -0.095
H -0.387 0.184 -0.054
H -0.240 0.016 -0.051
H -0.147 0.038 -0.138
H -0.292 -0.212 0.087
H 0.207 -0.138 -0.203
H -0.222 0.080 0.082
H 0.036 0.034 -0.189
H -0.042 -0.059 -0.069
O 1.667 -0.531 0.855
C -1.573 0.530 -0.763
O -1.951 2.291 0.835
C -1.221 -0.481 -1.702
C 0.723 0.121 0.833
C 0.259 -0.569 -0.412
C -0.209 0.559 0.417
C -1.147 0.695 -0.315
N -3.611 -2.241 -6.069
C 1.343 -3.035 -2.192
O -1.088 2.527 1.887
O 2.152 -0.607 1.550
H -0.648 0.215 -0.254
H 0.126 0.054 0.192
H 0.010 0.037 0.061
H 0.206 0.113 0.327
H 0.580 0.751 -0.410

As for the maximum force: 0.1441 hartree/bohr. Its net charge is +1.



# C13H18B2F7N2O10S

A cluster of 3 separate species, C13H18B2F7N2O10S in total at a distorted geometry (wB97M-V/def2-TZVPD, OMol25).

Cartesian coordinates (Å):
C1 4.49777 3.36270 3.37292
O1 3.17370 3.99184 3.24855
B1 2.09275 2.98592 3.24913
O2 1.01488 3.16217 4.27775
C2 2.04223 1.73387 2.12804
C3 1.24515 0.41202 2.66086
C4 1.30513 -0.78451 1.48688
C5 2.13853 -0.25633 0.18748
S1 2.33276 -1.55286 -1.20395
O3 1.56350 -2.86575 -0.78148
O4 3.82751 -2.01544 -1.37112
F1 1.60253 -1.05870 -2.68565
N1 2.76651 1.06417 -0.08499
B2 3.52759 1.40514 -1.39081
O5 5.01115 1.33571 -1.33358
O6 2.72627 1.79337 -2.56866
N2 2.72286 2.04210 0.85926
H1 5.18610 3.74912 2.50457
H2 4.48888 2.19147 3.39475
H3 4.96333 3.72671 4.39350
H4 1.18611 2.52548 5.03764
H5 0.72573 0.26240 3.69932
H6 0.81831 -1.84806 1.63258
H7 5.30602 1.55129 -2.27900
H8 1.93107 2.31166 -2.21390
C6 0.09619 -2.37484 -5.23684
C7 -0.46717 -1.77870 -6.51384
O7 -1.87298 -1.52307 -6.37261
C8 -2.21463 -0.35287 -5.74343
O8 -1.39691 0.45168 -5.30502
C9 -3.73289 -0.18574 -5.70901
F2 -4.38273 -1.33205 -5.35424
F3 -4.23594 0.17433 -6.92455
F4 -4.14440 0.76929 -4.82846
H9 -0.46626 -3.26880 -4.94909
H10 1.14794 -2.64414 -5.36682
H11 0.01939 -1.66938 -4.40434
H12 -0.35455 -2.49523 -7.33338
H13 0.06937 -0.86812 -6.80593
C10 -3.25287 -1.52806 1.91572
C11 -3.53020 -0.22186 2.63711
O9 -3.91782 -0.47035 3.99710
C12 -2.89624 -0.67946 4.88852
O10 -1.70749 -0.67098 4.58038
C13 -3.44768 -0.87831 6.29941
F5 -4.52512 -1.71510 6.33254
F6 -3.86209 0.29532 6.85718
F7 -2.53281 -1.40683 7.15992
H14 -4.11443 -2.19918 1.99078
H15 -3.03466 -1.34787 0.85953
H16 -2.40209 -2.05210 2.36089
H17 -4.36833 0.29161 2.15585
H18 -2.66895 0.45535 2.59253

Force components x, y, z for each atom (eV/Å):
C 1.716 0.368 0.224
O -1.985 -3.951 0.051
B 0.353 2.877 1.880
O 2.953 -2.135 -1.731
C -0.668 -1.272 0.118
C 2.644 -0.790 -6.020
C 1.903 5.067 0.467
C -1.183 0.735 1.391
S 2.048 -9.327 -0.236
O 1.770 6.442 -1.311
O -5.649 3.967 0.135
F 1.726 -0.197 3.505
N -2.571 -3.081 3.601
B 2.612 1.066 -3.112
O -4.935 0.430 -1.993
O 1.045 -0.014 4.540
N -2.173 -3.215 2.668
H -1.391 -0.886 1.660
H -0.111 2.117 -0.171
H -1.000 -0.768 -2.076
H -0.443 1.266 -1.186
H 0.984 0.462 -2.184
H 1.271 2.266 -0.837
H -0.283 -0.345 1.780
H 1.233 -1.120 -1.031
C -0.178 0.051 0.302
C 0.810 -0.181 -0.020
O -1.077 1.660 0.684
C 3.192 -0.134 -0.135
O -2.254 -1.525 -0.764
C -2.782 0.287 0.096
F 1.012 0.829 -0.245
F 0.940 -0.314 0.913
F 0.955 -0.848 -0.738
H 0.130 0.045 -0.156
H -0.131 0.025 -0.042
H 0.042 -0.019 -0.207
H -0.383 0.157 0.116
H -0.296 -0.061 0.170
C 0.089 -0.260 0.169
C 0.134 0.010 -0.802
O 1.326 -0.191 1.821
C 0.852 0.545 -2.829
O -2.148 -0.039 1.033
C -1.133 -0.623 2.815
F 1.144 0.779 -0.570
F 0.570 -0.776 -0.996
F -0.524 0.581 -1.365
H 0.079 0.182 -0.103
H -0.088 0.024 0.105
H -0.037 0.100 -0.050
H 0.007 -0.102 0.419
H -0.119 -0.167 0.248

As for the maximum force: 0.1858 hartree/bohr. Its net charge is +1.



| no. | E_tot (eV) | HOMO energy (eV) | frontier orbital gap (eV) |
| --- | --- | --- | --- |
| 1 | -15243.95995 | -8.7260 | 8.771 |
| 2 | -16728.15960 | -11.9116 | 8.786 |
| 3 | -26416.69389 | -9.3881 | 9.809 |
| 4 | -34089.57646 | -8.7335 | 9.176 |
| 5 | -56978.32337 | -9.7145 | 5.057 |
| 6 | -68425.80732 | -13.4013 | 6.603 |